Record 1
Formula: C3H3NO3
Source: OMol25
Level of theory: the ωB97M-V functional and the def2-TZVPD basis

Results
LUMO level = 0.72 eV
Kohn-Sham gap = 9.43 eV
ΔE to the lowest compared entry with this formula, charge and spin = 463.4 kJ/mol
E = -10787.8975 eV
Maximum force = 1.9 eV/A
SMILES string = O=COc1co[nH]1
HOMO energy = -8.706 eV

Atoms and positions in Å:
O  -1.7101  -1.3166  0.0158
C  -1.5924  -0.5347  -0.8835
O  -0.5165  0.2676  -1.0730
C  0.4284  0.1926  -0.1016
C  0.6890  -0.4306  1.0461
O  1.6743  0.4793  1.4181
N  1.5303  1.0559  -0.0379
H  -2.3119  -0.3583  -1.6897
H  0.5374  -1.4052  1.4828
H  1.2715  2.0498  -0.1772


Record 2
Formula: C16H15N7O8Pt
Source: OMol25
Level of theory: the ωB97M-V functional and the def2-TZVPD basis

Results
LUMO level (alpha / beta) = -10.27 / -10.39 eV
Kohn-Sham gap (alpha / beta) = 4.95 / 4.66 eV
Charge = +2
ΔE to the lowest compared entry with this formula, charge and spin = 351.7 kJ/mol
E = -46867.0632 eV
Maximum force = 5.6 eV/A
HOMO energy (alpha / beta) = -15.221 / -15.043 eV

Atoms and positions in Å:
Pt  -0.1666  0.0570  -0.3534
O  4.3539  -0.1450  -0.3381
C  3.1816  -0.2981  -0.1656
O  2.1582  -0.2799  -0.8381
C  2.8789  -0.5956  1.4151
C  3.6800  -1.3499  2.2127
C  3.1746  -1.7576  3.4579
C  1.8472  -1.5421  3.7917
C  1.0489  -0.7958  2.9403
C  1.6080  -0.0887  1.8122
O  1.0162  0.8699  1.2448
N  -0.3777  -0.7883  3.0367
O  -0.9015  -1.1069  4.0635
O  -1.0118  -0.5080  2.0072
N  4.0506  -2.4797  4.4044
O  3.5731  -2.6445  5.4914
O  5.1242  -2.8060  3.9941
H  4.6709  -1.6640  1.9094
H  1.4416  -1.9792  4.6979
C  2.4570  4.4737  -2.4429
N  1.4922  3.4119  -2.3667
C  0.8259  2.8710  -3.4180
C  -0.0018  1.9031  -2.9083
N  0.1739  1.8543  -1.5617
C  1.0881  2.7745  -1.2642
H  1.9841  5.3887  -2.8000
H  3.2541  4.2101  -3.1382
H  2.8887  4.6623  -1.4630
H  0.9870  3.1822  -4.4304
H  -0.7102  1.2914  -3.4308
H  1.4414  2.9981  -0.2747
C  -3.1592  -3.2701  -2.3489
N  -3.3815  -2.0876  -1.5452
C  -4.6150  -1.6872  -1.1603
C  -4.8055  -0.5485  -0.4421
C  -3.6593  0.2170  -0.0582
N  -2.4600  -0.2058  -0.4752
C  -2.2998  -1.3394  -1.1791
O  -1.1339  -1.6632  -1.4798
N  -3.7302  1.3090  0.6776
H  -4.0838  -3.5613  -2.8424
H  -2.7974  -4.0961  -1.7313
H  -2.3955  -3.0535  -3.0946
H  -5.4345  -2.3295  -1.4505
H  -5.7908  -0.2256  -0.1496
H  -4.6106  1.6667  1.0178
H  -2.8740  1.7547  0.9786


Record 3
Formula: C3H10N3
Source: OMol25
Level of theory: the ωB97M-V functional and the def2-TZVPD basis

Results
LUMO level = -4.56 eV
Kohn-Sham gap = 9.43 eV
Charge = +1
ΔE to the lowest compared entry with this formula, charge and spin = 557.9 kJ/mol
E = -7732.4827 eV
Maximum force = 5.2 eV/A
HOMO energy = -13.987 eV

Atoms and positions in Å:
C  -1.9782  0.2989  0.3453
C  1.3666  0.7335  0.5643
C  0.9671  -1.5875  0.1977
N  -0.8442  0.0909  0.0601
N  -3.1887  0.6744  0.0844
N  0.3545  -0.2953  0.3931
H  1.5958  0.8216  -2.3288
H  0.7579  1.4699  1.0524
H  2.0079  0.4556  1.4267
H  2.0070  1.0662  -0.2482
H  0.1819  -2.2961  0.4296
H  1.1986  -1.6144  -0.7901
H  1.7835  -1.7151  0.7723
H  -3.3873  0.7524  -0.8958
H  -3.8861  0.4520  0.7781
H  1.0637  0.6932  -1.8412